1.
{"formula": "C21H30N4O3S", "method": "wB97M-V/def2-TZVPD", "gap_ha": 0.294, "relative_energy_kcal_mol": 464.5, "spin_multiplicity": 1, "energy_ev": -45183.6789, "e_lumo_ev": 0.51, "symbols": ["C", "C", "N", "C", "N", "C", "H", "C", "H", "C", "N", "C", "H", "H", "C", "H", "H", "H", "C", "C", "H", "H", "H", "H", "H", "H", "H", "H", "H", "C", "C", "C", "C", "C", "N", "C", "O", "H", "C", "C", "C", "C", "H", "O", "C", "O", "H", "H", "H", "H", "H", "H", "S", "H", "H", "H", "H", "H", "H"], "coordinates": [[-3.5000, -3.1548, 2.0914], [-2.8743, -2.8617, 0.6066], [-2.4870, -1.3716, 0.4924], [-1.6756, -1.0676, -0.4065], [-1.3878, 0.1042, -0.4852], [-1.7632, 1.0354, 0.8622], [-0.8811, 1.5438, 1.2109], [-2.8413, 2.1760, 0.4444], [-2.8481, 2.4897, -0.5726], [-4.1912, 1.6662, 0.9564], [-4.7479, 0.6826, 0.3486], [-5.9417, -0.0001, 0.9173], [-5.5282, -0.4038, 1.9562], [-5.9819, -1.0043, 0.6393], [-7.1576, 0.6780, 0.8328], [-7.0955, 1.6546, 1.5130], [-7.4639, 0.6313, -0.0103], [-7.9449, 0.1146, 1.6136], [-4.7741, 0.7652, -1.1725], [-5.2306, -0.5854, -1.7326], [-4.4937, -1.3917, -1.7368], [-6.2978, -0.9295, -1.4300], [-5.2029, -0.3186, -2.8630], [-5.7202, 1.4599, -1.1435], [-3.9393, 1.2097, -1.7492], [-4.8289, 2.5749, 0.7433], [-4.2300, 1.3543, 2.0442], [-2.5559, 3.2042, 1.1283], [-2.0321, 0.4574, 1.7802], [-0.4864, 0.8223, -1.2478], [0.9209, 1.0434, -0.8986], [1.6979, -0.1704, -0.9765], [3.1108, -0.0326, -0.3820], [3.5377, 1.0476, 0.0206], [2.6712, 2.1743, 0.0382], [1.4270, 2.4265, -0.3339], [0.7466, 3.2528, -0.4777], [3.0482, 3.1577, 0.6219], [4.8640, 1.3779, 0.5052], [5.5635, 0.3504, 0.5657], [5.2880, -1.1045, 0.1897], [3.7882, -1.1266, -0.1682], [3.4654, -2.1965, -0.7165], [6.1725, -2.0849, 0.1522], [7.2304, -1.1844, 0.5598], [7.1398, 0.0420, 0.8329], [8.2490, -1.4076, -0.0468], [7.7858, -1.8428, 1.6239], [5.2782, 2.3796, 0.7239], [1.2253, -1.0292, -1.1546], [-0.8334, 1.9272, -1.5819], [-0.5573, 0.2898, -2.2717], [-0.8458, -2.0136, -1.5754], [-3.3249, -0.8699, 0.8169], [-3.6743, -3.1737, -0.0225], [-2.1003, -3.3598, 0.6040], [-4.4649, -2.6290, 2.1492], [-2.8744, -2.9129, 2.8047], [-3.7738, -4.1120, 2.1089]], "forces_ev_per_angstrom": [[-2.1, 3.3, -5.8], [-7.3, 6.0, 3.8], [-6.0, -7.1, 4.6], [2.6, -5.3, -4.6], [0.6, 12.2, 5.7], [-0.5, 0.7, -2.2], [0.9, 0.1, -0.7], [1.9, -0.1, 4.9], [0.2, 0.0, -0.7], [0.7, 6.6, 3.3], [-0.7, -8.2, -5.3], [6.3, -1.8, 3.3], [-1.1, 1.9, -0.9], [-0.2, -1.5, -1.9], [-0.9, 2.0, 15.3], [-0.3, -1.3, -2.5], [-4.6, 0.6, -10.5], [1.7, 1.0, -2.4], [-3.9, 0.2, 2.4], [-0.8, 0.8, -3.0], [-0.1, 0.0, 0.8], [2.1, 0.6, -0.6], [-0.7, -0.8, 1.5], [1.6, -0.5, -1.7], [-0.3, -0.4, 1.0], [-0.1, 0.4, 1.1], [0.6, 1.3, -0.6], [-0.8, -2.9, -2.0], [-0.3, 0.2, -1.3], [-0.7, 3.0, -6.1], [2.6, -5.4, 0.7], [1.8, 8.9, 3.2], [-7.6, -5.9, -4.1], [2.4, 11.8, 3.5], [3.5, 6.6, 3.9], [6.4, -17.0, -2.1], [-8.7, 14.3, -0.3], [-0.8, -3.8, -2.3], [-3.6, 4.7, -0.5], [8.1, -11.9, -0.1], [-10.1, 4.3, -1.0], [8.0, -9.4, -1.3], [0.6, 3.0, 1.9], [0.0, 3.6, 0.4], [10.4, -9.3, 2.5], [-4.7, 6.4, 0.1], [-2.7, 0.6, 0.1], [-2.0, 1.6, -2.1], [-0.8, -0.6, -0.2], [-1.2, -3.5, -1.0], [-0.2, -2.3, 1.3], [0.5, 0.8, 1.4], [-0.9, -2.0, 0.0], [1.0, 0.9, -0.8], [-0.1, 0.0, -1.2], [7.7, -5.1, -1.0], [0.4, 0.3, 0.3], [3.1, 1.3, 3.7], [-0.7, -4.1, 0.2]]}


2.
{"formula": "C21H31AlF7N2NaO10PS", "method": "wB97M-V/def2-TZVPD", "gap_ha": 0.126, "charge": 1, "spin_multiplicity": 1, "energy_ev": -95874.8602, "e_lumo_ev": -4.77, "symbols": ["C", "C", "N", "C", "C", "C", "C", "O", "O", "P", "O", "C", "C", "C", "C", "C", "N", "C", "C", "O", "C", "F", "F", "C", "F", "F", "C", "F", "F", "C", "O", "O", "H", "H", "H", "H", "H", "H", "H", "H", "H", "H", "H", "H", "H", "H", "H", "H", "H", "H", "H", "H", "C", "S", "O", "C", "H", "H", "H", "H", "H", "H", "O", "C", "C", "O", "H", "H", "H", "H", "Na", "Al", "F", "O", "H"], "coordinates": [[3.1439, -2.7016, 0.4717], [3.0810, -1.6511, -0.6879], [1.7093, -1.1712, -0.9258], [0.8775, -2.0250, -1.5687], [-0.3980, -1.7006, -1.8392], [-0.8510, -0.4385, -1.4226], [-2.3032, -0.1693, -1.7112], [-2.7395, -0.4123, -2.8135], [-3.0997, 0.3020, -0.7050], [-3.3101, -0.9643, 0.3671], [-4.6416, -0.9937, 0.9883], [-0.0052, 0.4653, -0.7791], [-0.4648, 1.8468, -0.3650], [-1.1551, 2.6305, -1.5231], [-1.0107, 4.1506, -1.3867], [-1.6828, 4.6881, -0.1015], [-3.0975, 5.0625, -0.3791], [1.3163, 0.0261, -0.5514], [2.3392, 0.9598, 0.1644], [2.3160, 1.0495, 1.3607], [3.3320, 1.7874, -0.6850], [3.8963, 1.0578, -1.6740], [2.6040, 2.7279, -1.3184], [4.4951, 2.4359, 0.1281], [5.5268, 2.5648, -0.7345], [4.9525, 1.6273, 1.0990], [4.2151, 3.8718, 0.6543], [5.2707, 4.1976, 1.4342], [4.1662, 4.7727, -0.3185], [2.9432, 3.9996, 1.5416], [1.8558, 4.2248, 1.0860], [3.1254, 3.8840, 2.8809], [2.5692, -2.3094, 1.3332], [2.7458, -3.6544, 0.1271], [4.2272, -2.8141, 0.7319], [3.7825, -0.8383, -0.5060], [3.3583, -2.1925, -1.5990], [1.2543, -3.0016, -1.8468], [-1.0840, -2.3719, -2.3441], [-3.0338, -2.1630, -0.3468], [-2.3302, -0.8275, 1.3809], [-1.0914, 1.8018, 0.5260], [0.3962, 2.4645, -0.0699], [-2.2315, 2.4192, -1.4262], [-0.8640, 2.2527, -2.5109], [-1.5456, 4.6412, -2.2101], [0.0356, 4.4709, -1.4759], [-1.6879, 3.9223, 0.6856], [-1.1441, 5.5597, 0.2799], [-3.3443, 5.8534, 0.2063], [-3.6636, 4.2988, -0.0236], [2.6271, 4.6331, 3.2417], [-6.3005, -3.8087, -3.8139], [-5.0758, -2.6512, -3.1914], [-3.8772, -3.4195, -2.8241], [-5.9485, -2.2134, -1.6856], [-5.9349, -4.2296, -4.7502], [-6.4425, -4.6050, -3.0857], [-7.2425, -3.2866, -3.9939], [-6.1162, -3.1135, -1.0962], [-6.9001, -1.7407, -1.9373], [-5.3428, -1.5132, -1.1145], [1.7789, -3.1014, 2.9658], [2.2714, -3.0599, 4.1687], [2.8448, -4.5586, 4.5719], [3.3377, -4.5115, 5.7721], [1.5841, -2.7798, 4.9854], [3.1291, -2.3622, 4.3376], [3.5532, -4.8580, 3.7561], [1.9940, -5.2302, 4.3946], [5.5994, -1.7953, 1.8026], [-5.3882, -0.5914, -4.8431], [2.6463, -4.9676, 7.6143], [-0.0654, -0.3046, 1.5500], [0.5127, 0.4517, 1.5773]], "forces_ev_per_angstrom": [[0.1, 1.8, -0.5], [0.3, -1.8, 0.2], [1.2, 0.0, -0.4], [-0.1, -1.4, -0.2], [-0.5, 0.7, 0.1], [-0.6, 0.5, -0.2], [1.0, 0.4, -1.2], [-0.6, 0.1, 0.3], [0.3, -1.4, -0.1], [-0.1, -0.1, 2.8], [-0.5, 0.2, -0.8], [-0.9, -0.3, 1.0], [0.6, 0.8, -0.8], [-0.7, -0.2, 0.6], [-0.1, 0.2, -0.1], [-0.2, -0.1, -0.2], [0.4, -0.3, 0.4], [-0.3, 1.0, 0.8], [-0.7, -1.0, 0.5], [0.8, 0.6, -0.8], [-0.2, 0.0, -0.3], [-0.1, -0.5, 0.2], [0.0, 0.3, 0.2], [0.5, 0.7, -1.2], [0.0, 0.2, -0.1], [-0.4, -0.2, 0.3], [0.1, -0.1, 1.9], [0.2, -0.2, -0.1], [-0.3, -0.3, -0.5], [-1.5, 0.0, 0.7], [0.7, 0.0, -0.5], [1.0, 0.5, -1.0], [0.1, -0.7, 0.2], [0.1, 0.0, 0.4], [-0.9, -0.5, -0.4], [-0.4, 0.1, -0.2], [0.2, 0.6, -0.1], [0.3, 0.2, 0.1], [0.2, -0.1, 0.0], [0.2, 0.6, -0.4], [0.4, 0.2, -0.8], [0.0, -0.3, -0.2], [0.0, -0.3, 0.0], [0.2, 0.1, -0.3], [0.2, 0.2, 0.2], [0.2, -0.2, 0.1], [-0.1, -0.2, 0.3], [0.4, 0.2, 0.0], [0.0, -0.1, -0.1], [0.0, 0.0, -0.1], [-0.2, 0.1, -0.2], [-0.4, -0.4, 0.5], [0.0, 0.1, -0.4], [-0.5, -1.1, 1.1], [0.2, 0.4, -0.3], [0.0, 0.4, -0.2], [0.0, 0.0, 0.0], [0.1, 0.1, 0.1], [0.0, 0.0, 0.0], [0.1, -0.1, -0.1], [0.0, 0.0, 0.0], [-0.1, 0.0, 0.0], [0.7, -0.2, -0.1], [-1.0, 1.4, -0.1], [0.0, -1.8, -0.2], [0.5, 1.6, 0.9], [-0.2, -0.6, 0.1], [0.5, -0.2, -0.2], [0.2, -0.3, 0.2], [-0.6, 0.7, 0.3], [-0.1, 0.1, 0.6], [0.4, 0.4, 0.0], [0.2, -0.5, -1.2], [-0.1, -0.2, -1.5], [-0.1, 0.3, 1.0]]}


3.
{"formula": "C21H31BN8O14S", "method": "wB97M-V/def2-TZVPD", "gap_ha": 0.274, "smiles": "CCB(O)c1c(N=C=O)ccc2c1Sc1ccccc1N2.C[N+](=O)[O-].C[N+](=O)[O-].C[N+](=O)[O-].C[N+](=O)[O-].C[N+](=O)[O-].C[N+](=O)[O-]", "spin_multiplicity": 1, "energy_ev": -74362.0642, "e_lumo_ev": -0.40, "symbols": ["C", "C", "B", "O", "C", "C", "N", "C", "O", "C", "C", "C", "C", "S", "C", "C", "C", "C", "C", "C", "N", "H", "H", "H", "H", "H", "H", "H", "H", "H", "H", "H", "H", "H", "C", "N", "O", "O", "H", "H", "H", "C", "N", "O", "O", "H", "H", "H", "C", "N", "O", "O", "H", "H", "H", "C", "N", "O", "O", "H", "H", "H", "C", "N", "O", "O", "H", "H", "H", "C", "N", "O", "O", "H", "H", "H"], "coordinates": [[4.1705, -1.8069, 1.8776], [2.6626, -1.4876, 1.7434], [2.4262, -0.3159, 0.7207], [3.0496, -0.3067, -0.5082], [1.4545, 0.8730, 1.1241], [1.9098, 2.0648, 1.6718], [3.3397, 2.2113, 1.8972], [3.7405, 1.7701, 2.9592], [4.1471, 1.3320, 3.9664], [1.0260, 3.0704, 2.0190], [-0.3368, 2.8933, 1.8424], [-0.8284, 1.7005, 1.3257], [0.0837, 0.7114, 0.9588], [-0.5706, -0.7808, 0.2582], [-1.9997, -0.9429, 1.2939], [-2.4280, -2.1827, 1.7420], [-3.5537, -2.2786, 2.5475], [-4.2341, -1.1179, 2.8882], [-3.7894, 0.1192, 2.4556], [-2.6692, 0.2266, 1.6395], [-2.2162, 1.4856, 1.1710], [4.4990, -2.3913, 1.0200], [4.7218, -0.8651, 1.8469], [4.3793, -2.3394, 2.7980], [2.2821, -1.2033, 2.7224], [2.0854, -2.3751, 1.4700], [2.9018, -1.1518, -0.9467], [1.4014, 3.9900, 2.4468], [-1.0051, 3.7000, 2.1144], [-1.8642, -3.0536, 1.4382], [-3.8587, -3.2575, 2.8799], [-5.1183, -1.1969, 3.5052], [-4.3213, 1.0175, 2.7468], [-2.7295, 2.2001, 1.6708], [7.0310, 0.1224, 4.1682], [7.7381, -1.1635, 4.4212], [7.4318, -2.1214, 3.7462], [8.5796, -1.1595, 5.2960], [6.3155, -0.0325, 3.3713], [6.5346, 0.4088, 5.0890], [7.7833, 0.8546, 3.8902], [-5.4350, -3.4772, -0.4714], [-4.9388, -4.8278, -0.0815], [-5.1357, -5.7553, -0.8353], [-4.3545, -4.9007, 0.9817], [-5.9252, -3.5566, -1.4284], [-6.1253, -3.1571, 0.3033], [-4.5771, -2.8153, -0.5189], [-4.6361, -0.4412, -4.1880], [-5.5789, -0.4839, -3.0356], [-6.1165, 0.5458, -2.6982], [-5.7505, -1.5634, -2.4948], [-4.5796, 0.5674, -4.5666], [-3.6701, -0.7783, -3.8223], [-5.0210, -1.1204, -4.9431], [-1.8011, 2.1683, -7.3523], [-2.7959, 1.1901, -6.8302], [-3.5180, 1.5392, -5.9143], [-2.8259, 0.0948, -7.3466], [-1.9011, 3.0849, -6.7905], [-0.8216, 1.7275, -7.2261], [-2.0273, 2.3160, -8.4047], [2.1682, 4.7094, -8.1600], [1.2248, 3.6442, -7.7212], [0.4274, 3.9171, -6.8465], [1.3221, 2.5676, -8.2694], [1.9634, 5.6036, -7.5842], [3.1739, 4.3428, -7.9800], [2.0018, 4.8725, -9.2203], [2.3575, -0.7217, 6.7014], [2.1375, -1.4079, 5.3994], [1.0067, -1.4532, 4.9650], [3.1175, -1.8748, 4.8570], [1.4023, -0.3583, 7.0608], [2.7870, -1.4499, 7.3824], [3.0504, 0.0948, 6.5210]], "forces_ev_per_angstrom": [[-0.6, 0.2, -0.5], [0.2, 0.1, 0.1], [-0.1, -0.4, 0.2], [-0.9, 0.3, -0.2], [0.3, 0.1, -0.2], [-0.3, -0.1, -0.3], [-0.1, -0.2, 0.7], [0.1, -0.3, 0.3], [0.0, 0.4, -0.6], [0.2, 0.2, 0.0], [0.1, -0.1, 0.0], [0.3, 0.3, 0.0], [-0.4, 0.0, 0.0], [0.1, -0.1, -0.2], [0.3, 0.3, -0.2], [0.1, 0.2, 0.0], [0.3, 0.1, -0.3], [-0.1, -0.3, 0.1], [-0.1, 0.2, -0.1], [-0.3, -0.4, 0.1], [0.1, -0.3, 0.6], [0.2, -0.1, 0.0], [0.3, -0.1, 0.2], [0.1, 0.0, 0.0], [-0.2, 0.0, 0.0], [0.0, -0.1, -0.1], [0.7, -0.2, 0.0], [0.0, 0.0, 0.0], [-0.1, 0.0, 0.0], [0.0, -0.1, 0.1], [-0.2, 0.0, 0.1], [0.0, 0.1, 0.1], [0.0, 0.0, 0.0], [0.0, 0.2, -0.3], [-0.1, 0.0, -0.1], [0.0, 0.0, 0.0], [0.0, 0.0, 0.0], [0.0, 0.0, 0.0], [0.0, -0.1, 0.0], [0.1, 0.0, 0.0], [0.0, 0.0, 0.1], [-0.1, -0.2, 0.0], [0.0, 0.2, 0.0], [0.0, 0.0, 0.0], [0.0, -0.2, 0.0], [0.0, -0.1, 0.0], [0.1, 0.1, 0.0], [0.0, 0.0, 0.1], [-0.2, 0.0, 0.2], [0.0, -0.1, 0.0], [0.0, 0.0, 0.0], [0.0, 0.2, -0.2], [-0.2, -0.2, 0.2], [0.0, -0.1, 0.0], [0.1, -0.1, 0.0], [-0.3, -0.1, 0.1], [0.0, 0.0, 0.0], [0.3, 0.4, -0.4], [0.0, 0.0, 0.0], [0.0, 0.0, 0.1], [0.0, 0.0, -0.1], [0.1, -0.1, 0.0], [0.0, 0.1, 0.1], [0.1, 0.2, 0.0], [0.2, 0.1, 0.0], [0.0, -0.1, 0.0], [0.0, 0.0, 0.0], [0.0, 0.0, -0.1], [0.0, -0.1, 0.0], [-0.1, 0.1, 0.1], [0.0, 0.0, 0.1], [0.0, 0.0, 0.0], [0.0, 0.0, 0.2], [0.0, 0.0, 0.0], [0.1, 0.0, 0.0], [0.1, 0.0, 0.0]]}


Number 1: maximum force 0.3554 hartree/bohr. Number 2: maximum force 0.0539 hartree/bohr. Number 3: maximum force 0.0192 hartree/bohr.